Here is a 2-piece molecular cluster, C2H3NOS overall in a non-equilibrium geometry from the Open Molecules 2025 dataset. Energies are from wB97M-V/def2-TZVPD.

Properties
Net charge: 0
Energy relative to the best compared isomer or geometry (same formula, charge and spin) in eV: 3.323
E_HOMO (spin up / spin down) in eV: -10.196 / -10.165

XYZ file:
```
8
Properties=species:S:1:pos:R:3:forces:R:3
C 0.6725 1.4297 -0.7976 -1.04 -1.36 0.44
C -0.7577 -0.5368 -0.0116 0.87 -1.83 0.05
N -0.0043 0.5352 -0.4540 0.37 1.04 -0.24
O 1.3272 2.3066 -1.1659 1.30 1.72 -0.63
S 1.4290 -1.2228 2.0464 0.23 -0.04 0.15
H -0.2551 -1.4622 -0.4374 -1.33 0.75 0.19
H -0.5971 -0.6616 1.0707 -0.59 0.19 -0.01
H -1.8145 -0.3882 -0.2506 0.19 -0.46 0.05
```
Forces are in eV/Å.

Here is a 13-piece molecular cluster, H26O13 overall in a non-equilibrium geometry from the Open Molecules 2025 dataset. Energies are from wB97M-V/def2-TZVPD.

Properties
Net charge: 0
Energy relative to the best compared isomer or geometry (same formula, charge and spin) in eV: 5.090
E_HOMO in eV: -10.259

XYZ file:
```
39
Properties=species:S:1:pos:R:3:forces:R:3
H -0.0810 0.1398 -0.6983 0.30 0.73 -1.68
H -0.3087 -1.0390 0.1914 -0.34 1.95 0.12
H 1.6171 -1.7573 3.9483 0.09 0.17 0.24
H 0.7361 -0.8876 3.2421 -1.10 0.96 -3.71
H 2.6703 1.7804 -0.3783 0.74 -2.70 -1.18
H 3.0581 2.5173 0.9409 -0.19 -0.44 -0.59
H 0.7671 -2.6556 -2.2323 0.23 0.07 0.47
H -0.6136 -2.9634 -2.7213 -0.08 0.22 0.49
H 2.6846 -1.4610 1.2149 -1.04 2.76 0.33
H 1.9539 0.0577 1.0393 0.13 -1.24 0.00
H 2.8781 -1.6468 -1.7749 -1.22 0.98 1.76
H 2.0319 -0.4621 -1.1848 -0.16 0.91 -0.36
H -3.6533 0.7786 1.8956 -1.16 -1.25 -2.30
H -3.3189 -0.4443 1.0581 0.07 -0.22 -0.24
H -0.2790 -3.2138 2.4805 0.09 0.58 -0.28
H -0.3623 -1.6833 2.3500 -0.94 0.41 0.53
H -2.5873 3.0280 -0.2445 0.66 0.17 -0.47
H -3.4223 3.4986 0.9429 0.89 -1.14 -0.41
H -2.6852 0.9358 -1.5141 1.24 0.81 -2.53
H -2.0037 0.2262 -2.7133 -0.39 0.55 0.19
H 2.4168 -2.8575 0.3858 0.92 0.43 -0.63
H 2.0225 -4.3270 0.5909 -0.40 1.32 -0.06
H -0.6033 3.5455 -1.9022 0.13 -0.25 0.30
H 0.1690 3.2661 -0.6105 0.93 -0.26 0.39
H -0.1247 0.6716 -3.0278 -0.29 0.35 -0.32
H -0.8633 1.5143 -4.0972 -0.96 -0.14 -0.46
O -0.4369 -0.0253 0.1473 0.00 -2.91 1.59
O 1.0727 -0.9702 4.0689 1.47 -0.71 4.11
O 2.5899 2.5558 0.0911 -0.56 3.13 1.75
O -0.1522 -2.5304 -1.9815 -0.39 -0.18 -0.95
O 2.5180 -0.5336 1.5698 0.83 -0.86 0.38
O 2.3264 -1.3347 -0.9779 1.77 -1.79 -2.23
O -4.0383 0.1877 1.1405 1.08 1.28 2.35
O 0.0324 -2.4497 1.9631 -0.51 -0.68 -0.06
O -2.8165 2.7690 0.6435 -1.49 1.10 1.17
O -2.2107 1.1379 -2.4270 -2.31 -1.82 3.18
O 1.6690 -3.3989 0.5564 0.19 -3.02 -0.06
O -0.6822 3.5136 -0.9373 -0.91 0.51 -0.85
O -0.1340 1.5086 -3.5045 2.66 0.19 0.03
```
Forces are in eV/Å.

Here is an isolated ion of composition C4H2ClO2 and charge -1 in a non-equilibrium geometry from the Open Molecules 2025 dataset. Energies are from wB97M-V/def2-TZVPD.

Properties
Net charge: -1
Energy relative to the best compared isomer or geometry (same formula, charge and spin) in eV: 2.068
E_HOMO in eV: -3.004
Structure (SMILES): C=C([O-])C(Cl)=C=O

XYZ file:
```
9
Properties=species:S:1:pos:R:3:forces:R:3
C 0.5260 0.0059 -1.3935 1.00 -0.04 -1.34
C -0.4487 -0.2096 -0.5659 -4.08 -1.53 2.00
O -1.5194 -0.8815 -0.7381 0.39 0.40 0.18
C -0.3259 0.4284 0.8249 -0.98 -0.22 0.73
Cl -1.7396 1.2841 1.3866 0.00 0.22 0.18
C 0.4531 -0.1811 1.6853 1.70 0.30 -0.96
O 1.4383 -0.6193 2.1583 -0.71 -0.13 0.68
H 0.3390 -0.4337 -2.3327 0.71 -0.17 -1.30
H 1.2771 0.6066 -1.0250 1.97 1.17 -0.16
```
Forces are in eV/Å.